{"formula": "C19H49AsF6O22S6V", "method": "ωB97M-V/def2-TZVPD", "elements": ["O", "V", "O", "C", "O", "O", "H", "As", "F", "F", "F", "F", "F", "F", "O", "S", "O", "O", "C", "C", "C", "H", "H", "H", "H", "H", "H", "H", "H", "O", "S", "O", "O", "C", "C", "C", "H", "H", "H", "H", "H", "H", "H", "H", "O", "S", "O", "O", "C", "C", "C", "H", "H", "H", "H", "H", "H", "H", "H", "O", "S", "O", "O", "C", "C", "C", "H", "H", "H", "H", "H", "H", "H", "H", "O", "S", "O", "O", "C", "C", "C", "H", "H", "H", "H", "H", "H", "H", "H", "O", "S", "O", "O", "C", "C", "C", "H", "H", "H", "H", "H", "H", "H", "H"], "coordinates": [[21.23090, 1.66025, 7.20502], [21.78593, 1.79316, 5.73424], [21.01191, -2.11860, 4.84581], [21.18174, -0.83410, 5.16894], [22.26296, -0.38638, 5.63547], [20.22733, -0.02279, 5.15086], [20.05652, -2.22790, 4.73715], [20.53558, 4.10819, 9.67536], [21.13081, 5.75540, 9.80590], [20.85784, 3.90385, 11.37247], [19.87975, 2.52101, 9.52454], [20.17951, 4.41694, 7.94816], [22.13878, 3.58985, 9.19394], [18.92505, 4.72645, 10.01458], [22.90700, 5.44626, 3.77565], [22.29090, 5.36749, 5.07703], [22.09018, 4.07047, 5.68465], [23.18946, 6.27449, 6.07192], [22.93023, 6.13596, 7.48538], [23.99281, 6.96489, 8.21608], [20.74211, 6.23065, 5.06978], [22.98212, 5.08388, 7.76077], [21.93888, 6.49732, 7.76084], [23.72006, 7.03807, 9.26754], [24.15719, 7.91464, 7.71669], [24.91432, 6.37796, 8.22862], [20.00190, 5.63602, 4.53877], [20.93510, 7.17674, 4.57091], [20.38395, 6.32412, 6.09481], [17.59730, 2.26958, 4.22694], [18.22140, 3.08050, 5.23600], [19.58714, 2.91044, 5.64883], [17.99681, 4.63050, 4.81749], [16.92606, 4.95015, 3.91935], [16.67376, 6.44421, 4.09205], [17.27426, 3.09243, 6.76687], [16.04572, 4.31517, 4.01289], [17.29577, 4.79592, 2.90160], [16.35672, 6.73768, 5.09317], [15.89208, 6.79228, 3.41702], [17.61201, 6.96261, 3.89682], [16.22667, 3.23900, 6.53669], [17.81261, 3.76047, 7.44040], [17.48582, 2.11559, 7.21110], [25.69281, 3.63444, 6.81501], [25.00431, 2.53607, 7.43592], [23.66663, 2.18649, 7.04164], [25.97038, 1.25624, 7.25194], [25.47265, -0.00476, 7.66098], [26.58066, -1.03972, 7.62549], [25.07522, 2.74767, 9.21597], [24.61833, -0.36984, 7.08226], [25.09526, 0.00667, 8.69069], [27.44351, -0.57491, 8.11790], [26.88820, -1.34074, 6.62583], [26.35981, -1.90754, 8.24417], [24.78911, 3.76906, 9.46057], [26.10736, 2.54265, 9.48490], [24.35783, 2.11560, 9.73226], [25.15549, 1.58547, 12.26738], [24.59768, 0.25158, 12.30047], [23.76110, -0.21620, 13.37978], [23.85526, -0.02052, 10.88503], [22.74950, -0.97322, 10.89228], [22.06244, -0.72432, 9.54929], [25.97445, -0.92293, 12.13685], [22.08806, -0.74390, 11.72518], [23.15062, -1.97581, 11.04976], [22.71899, -0.94846, 8.70816], [21.71610, 0.30537, 9.50668], [21.21896, -1.40734, 9.42983], [25.56320, -1.92023, 12.01257], [26.59342, -0.80451, 13.02265], [26.56945, -0.64852, 11.26741], [24.53161, 1.14774, 2.28481], [24.71067, 1.95039, 3.46518], [23.65620, 2.18879, 4.40548], [25.87066, 1.28180, 4.31372], [27.12935, 1.00260, 3.70656], [28.23836, 1.62084, 4.56150], [25.42676, 3.54798, 3.05549], [27.26117, 1.37186, 2.68572], [27.20058, -0.07902, 3.58045], [28.14502, 1.34196, 5.60852], [28.15582, 2.70978, 4.55242], [29.20259, 1.36919, 4.12146], [26.29474, 3.42008, 2.41498], [25.55734, 4.06572, 4.00036], [24.67391, 4.00656, 2.41188], [21.75650, 3.23006, 1.38546], [21.00923, 2.27368, 2.16522], [21.30032, 2.16458, 3.56210], [19.47683, 2.52952, 1.97805], [18.97108, 2.91054, 0.69808], [17.47290, 2.57446, 0.61350], [21.15977, 0.59800, 1.49477], [19.47754, 2.43014, -0.13938], [19.11101, 3.98343, 0.56647], [17.16835, 2.61378, -0.42730], [16.87719, 3.19649, 1.27866], [17.34206, 1.57039, 1.02325], [22.21071, 0.31777, 1.53052], [20.85165, 0.58308, 0.45006], [20.49560, -0.03557, 2.07728]], "forces_ev_per_angstrom": [[0.91, 0.18, -2.89], [-0.71, -1.50, 3.41], [0.37, -0.05, 0.02], [-1.07, 2.24, 1.52], [1.83, 0.20, -0.62], [-0.86, -0.24, -1.15], [0.07, 0.03, -0.10], [-0.86, 1.34, -0.28], [0.11, -0.28, -0.12], [0.06, -0.29, -0.62], [0.25, -0.12, 0.09], [0.24, -0.10, 0.64], [-0.29, -0.16, 0.40], [0.38, -0.31, 0.02], [-0.38, -0.02, 1.03], [0.60, 0.63, 0.15], [0.07, -0.07, -0.13], [-0.85, -0.98, -1.51], [0.24, 0.36, 1.14], [0.02, -1.34, -0.20], [0.22, -0.26, 0.04], [-0.02, 0.09, -0.05], [-0.05, -0.01, -0.38], [-0.27, 0.42, -0.08], [-0.05, 0.17, 0.24], [0.21, 0.27, -0.28], [0.24, -0.08, -0.15], [-0.11, 0.09, 0.13], [0.17, 0.11, 0.04], [0.42, 0.20, 0.34], [-1.16, 0.23, 1.29], [-0.69, 0.44, -1.16], [0.56, -0.87, 0.25], [0.07, 0.82, -0.81], [-0.10, -0.16, 0.22], [1.37, -0.97, -0.47], [0.06, 0.00, 0.52], [-0.02, -0.12, 0.03], [0.04, -0.33, 0.11], [0.16, -0.05, -0.21], [-0.10, 0.16, -0.16], [-0.04, 0.25, 0.26], [-0.46, 0.53, -0.17], [-0.40, -0.15, -0.20], [-0.38, -0.69, -0.03], [0.72, 0.10, 0.87], [0.34, -0.18, -0.13], [-0.37, 1.00, -0.34], [-0.94, -1.92, 0.74], [0.88, 0.81, 0.36], [-0.34, 0.12, -0.43], [0.08, 0.57, -0.44], [0.14, 0.52, 0.00], [0.13, -0.12, -0.18], [-0.15, -0.03, -0.04], [-0.38, -0.09, -0.23], [0.12, 0.09, -0.24], [-0.03, 0.04, 0.16], [0.12, -0.28, -0.21], [-0.80, -1.18, -0.13], [0.79, -0.61, -0.18], [0.46, 0.61, -0.75], [0.48, 0.47, 1.28], [-0.38, 0.47, -0.60], [0.08, -0.76, 0.37], [-0.42, 0.82, -0.11], [0.04, 0.07, -0.04], [0.00, -0.05, -0.26], [0.15, 0.22, 0.03], [-0.04, 0.01, -0.13], [-0.13, 0.14, 0.16], [0.02, -0.04, 0.21], [-0.14, -0.21, 0.12], [-0.14, 0.08, -0.05], [-0.50, 0.47, 0.40], [1.67, 0.20, -0.50], [0.24, -0.46, -0.17], [-0.85, 0.40, 0.14], [1.27, -0.20, -0.23], [-0.55, 0.10, -0.22], [-1.09, -0.79, -0.52], [-0.64, 0.30, 0.02], [0.07, -0.02, 0.41], [0.20, -0.32, -0.04], [-0.09, 0.00, -0.14], [0.07, -0.17, 0.25], [0.29, -0.15, 0.41], [0.19, 0.17, -0.10], [-0.15, 0.26, 0.35], [-0.56, -0.73, 0.54], [1.12, -0.72, -1.67], [-0.82, 0.21, 0.07], [-0.02, -0.11, 0.85], [-1.09, 0.74, -1.00], [0.93, -0.49, 0.98], [-0.03, 0.81, -0.11], [0.33, -0.26, 0.30], [0.21, 0.01, 0.12], [-0.25, 0.12, 0.04], [-0.03, 0.29, -0.31], [-0.07, -0.14, -0.36], [-0.01, -0.02, 0.32], [-0.08, 0.23, 0.03], [0.19, -0.03, 0.20]], "relative_energy_kcal_mol": 0.0, "homo_lumo_gap_ev": [9.57, 10.06], "s_squared": 0.798, "spin_multiplicity": 2, "lumo_energy_ev": [-0.2, 0.1]}

{"formula": "C19H49ClN3O11", "method": "ωB97M-V/def2-TZVPD", "elements": ["Cl", "O", "O", "O", "O", "C", "O", "C", "C", "N", "C", "C", "O", "C", "H", "H", "H", "H", "H", "H", "H", "H", "H", "H", "H", "H", "H", "H", "H", "C", "O", "C", "C", "N", "C", "C", "O", "C", "H", "H", "H", "H", "H", "H", "H", "H", "H", "H", "H", "H", "H", "H", "H", "C", "O", "C", "C", "N", "C", "C", "O", "C", "H", "H", "H", "H", "H", "H", "H", "H", "H", "H", "H", "H", "H", "H", "H", "C", "O", "H", "H", "H", "H"], "coordinates": [[-1.63589, 0.22338, 1.70780], [-0.32165, 0.76470, 1.42344], [-2.36312, 0.00337, 0.48458], [-1.47906, -1.04120, 2.38808], [-2.33511, 1.15514, 2.56275], [-7.64682, 0.72674, 1.15081], [-6.96996, 1.89349, 1.51037], [-6.11201, 1.69105, 2.62818], [-5.26154, 2.93566, 2.82254], [-4.45497, 2.75564, 4.03329], [-4.11386, 4.01676, 4.70311], [-3.62532, 3.72944, 6.07953], [-3.47329, 4.93246, 6.79487], [-3.02579, 4.70573, 8.10695], [-6.94968, -0.10544, 0.98528], [-8.16665, 0.91552, 0.20891], [-8.40508, 0.41368, 1.88317], [-5.42380, 0.86585, 2.41786], [-6.72821, 1.53323, 3.51844], [-5.86339, 3.84108, 2.92473], [-4.64415, 3.06034, 1.92360], [-3.58197, 2.32002, 3.75291], [-5.00075, 4.65276, 4.72026], [-3.36455, 4.56634, 4.11130], [-2.68565, 3.15758, 6.05080], [-4.36753, 3.05248, 6.53230], [-2.99358, 5.65687, 8.63022], [-2.04701, 4.20973, 8.07770], [-3.71059, 4.03698, 8.64837], [1.71701, 1.81731, -1.29662], [1.51147, 0.86438, -2.31271], [0.71164, -0.20330, -1.85474], [0.17697, -0.99345, -3.02711], [1.21630, -1.52188, -3.90233], [0.62978, -2.19783, -5.04204], [1.56747, -3.16677, -5.72023], [2.64080, -2.48058, -6.33959], [3.00662, -3.01079, -7.59164], [0.79036, 2.10041, -0.78912], [2.17303, 2.69565, -1.75538], [2.41112, 1.43875, -0.53289], [-0.15778, 0.18430, -1.30935], [1.28341, -0.85187, -1.17660], [-0.57553, -0.41320, -3.56332], [-0.38662, -1.82561, -2.55795], [1.69318, -2.25662, -3.38437], [0.27832, -1.49525, -5.80711], [-0.27480, -2.77879, -4.76557], [0.97473, -3.75399, -6.42516], [2.00876, -3.80564, -4.94002], [2.34418, -2.62134, -8.37567], [2.91973, -4.10395, -7.60596], [4.03991, -2.73856, -7.79348], [7.61544, -0.92284, -2.69651], [7.06493, -1.86090, -1.83473], [7.38381, -1.61222, -0.46964], [6.28944, -0.85791, 0.24452], [5.21263, -1.69345, 0.70391], [4.07622, -0.91752, 1.18419], [2.88756, -1.76158, 1.61044], [2.49708, -2.61800, 0.58848], [1.31126, -3.30549, 0.93800], [7.30507, -1.13847, -3.72109], [8.71726, -0.93857, -2.68311], [7.29388, 0.11583, -2.51937], [8.32024, -1.04473, -0.42782], [7.54685, -2.57559, 0.01806], [5.99654, 0.03442, -0.31640], [6.79972, -0.31725, 1.08816], [5.55079, -2.21253, 1.50638], [3.77541, -0.11968, 0.50381], [4.40242, -0.33916, 2.07551], [2.10363, -1.02545, 1.86017], [3.10110, -2.24492, 2.57856], [0.55930, -2.60427, 1.31704], [1.49110, -4.10951, 1.65784], [0.88605, -3.74543, 0.03556], [-4.26534, -0.49505, -2.49678], [-3.75259, 0.25514, -3.60168], [-4.39058, 0.11621, -1.59832], [-5.26029, -0.79497, -2.81851], [-3.61875, -1.33192, -2.23485], [-2.84926, 0.51504, -3.40503]], "forces_ev_per_angstrom": [[0.84, -0.35, 0.37], [-0.13, 0.00, -0.24], [-0.20, 0.27, -0.25], [-0.09, 0.01, 0.09], [-0.33, 0.05, -0.09], [-0.17, -0.27, -0.42], [0.13, 0.11, 0.08], [-0.13, 0.70, -0.37], [0.32, -0.16, 0.04], [0.06, 0.44, 0.05], [-0.03, -0.04, -1.44], [-0.11, -0.55, 0.33], [-0.09, 0.15, 0.14], [-0.13, -0.46, -0.16], [-0.04, 0.01, 0.08], [0.04, 0.06, 0.04], [0.15, 0.07, 0.15], [-0.18, -0.23, 0.28], [0.19, -0.32, 0.11], [-0.24, -0.16, 0.02], [0.00, 0.08, 0.05], [-0.11, -0.29, 0.05], [-0.07, -0.05, 0.28], [0.05, 0.13, 0.25], [0.07, 0.16, -0.02], [0.05, 0.24, 0.27], [0.19, 0.07, -0.03], [0.08, 0.21, 0.22], [-0.02, 0.05, -0.02], [0.35, 0.05, 0.07], [-0.18, 0.27, 0.03], [-0.16, 0.08, -0.21], [-0.08, -0.57, 0.78], [-0.29, -0.25, -0.25], [-0.61, -0.12, -0.41], [0.30, 0.42, 0.66], [0.02, -0.05, -0.26], [-0.34, -0.14, 0.09], [-0.05, -0.03, -0.05], [-0.05, -0.01, -0.03], [-0.09, -0.02, 0.02], [0.10, -0.08, 0.20], [0.02, 0.01, 0.01], [0.33, 0.15, -0.37], [-0.11, 0.10, -0.17], [0.25, 0.32, 0.16], [0.13, 0.24, 0.21], [0.13, -0.01, 0.09], [0.20, -0.13, -0.13], [-0.19, -0.34, -0.23], [0.14, 0.01, -0.08], [0.13, 0.00, 0.03], [-0.01, 0.10, -0.06], [0.30, 0.64, -0.79], [-0.05, -0.43, 0.34], [-0.13, 0.05, -0.54], [1.25, 1.18, 1.15], [-0.49, 0.27, -0.45], [0.38, 0.34, 0.89], [0.22, 1.38, 0.40], [-0.21, -0.44, 0.05], [-0.44, 0.21, -0.36], [-0.08, -0.25, 0.14], [-0.08, -0.02, 0.12], [-0.04, -0.15, 0.31], [0.03, -0.01, 0.10], [-0.03, -0.06, -0.06], [-0.62, -0.54, -0.54], [-0.15, -0.46, 0.05], [0.03, -0.26, -0.17], [0.04, -0.47, -0.58], [-0.30, -0.08, 0.04], [-0.19, -0.25, -0.15], [0.10, -0.53, -0.29], [0.03, -0.09, 0.20], [0.08, 0.08, 0.15], [0.21, -0.06, -0.08], [-0.11, 0.60, -0.07], [0.05, -0.10, 0.08], [0.15, 0.07, -0.05], [0.07, -0.41, 0.09], [-0.15, -0.20, -0.11], [0.02, 0.04, 0.12]], "total_charge": -1, "relative_energy_kcal_mol": 0.0, "homo_lumo_gap_ev": 8.91, "spin_multiplicity": 1, "lumo_energy_ev": 2.6}